Entry a
{
  "formula": "BaH18O9",
  "method": "ωB97M-V with the def2-TZVPD basis set",
  "charge": 3,
  "homo_ha": [-0.8153, -0.7940],
  "spin_multiplicity": 2,
  "orbital_gap_ev": [12.7, 3.2],
  "s2": 0.756,
  "elements": ["Ba", "O", "H", "H", "O", "H", "H", "O", "H", "H", "O", "H", "H", "O", "H", "H", "O", "H", "H", "O", "H", "H", "O", "H", "H", "O", "H", "H"],
  "xyz": [[-8.011, -17.054, -23.757], [-5.639, -16.954, -25.079], [-5.328, -16.050, -25.116], [-5.066, -17.431, -25.679], [-8.641, -18.728, -25.915], [-9.428, -19.185, -26.209], [-8.290, -18.320, -26.707], [-9.812, -15.597, -22.049], [-10.136, -15.571, -21.148], [-10.443, -15.075, -22.545], [-7.799, -15.192, -25.996], [-7.247, -15.244, -26.777], [-7.938, -14.255, -25.862], [-9.585, -19.086, -23.092], [-10.067, -19.147, -22.268], [-9.490, -19.993, -23.383], [-6.348, -19.424, -23.372], [-5.768, -19.607, -22.634], [-6.463, -20.271, -23.803], [-7.791, -17.879, -21.038], [-7.052, -18.238, -20.546], [-8.565, -18.175, -20.560], [-10.596, -16.244, -24.966], [-11.152, -15.726, -24.384], [-11.139, -16.991, -25.215], [-6.353, -15.039, -23.007], [-6.206, -14.097, -22.915], [-5.926, -15.424, -22.242]]
}

Entry b
{
  "formula": "BaH18O9",
  "method": "ωB97M-V with the def2-TZVPD basis set",
  "charge": 3,
  "homo_ha": [-0.7939, -0.7927],
  "spin_multiplicity": 2,
  "orbital_gap_ev": [11.8, 3.4],
  "s2": 0.756,
  "elements": ["Ba", "O", "H", "H", "O", "H", "H", "O", "H", "H", "O", "H", "H", "O", "H", "H", "O", "H", "H", "O", "H", "H", "O", "H", "H", "O", "H", "H"],
  "xyz": [[-19.570, 0.979, -1.497], [-17.346, 0.275, -2.484], [-16.929, 0.659, -3.255], [-16.779, -0.458, -2.244], [-20.118, 2.104, 1.132], [-20.927, 1.766, 1.516], [-20.148, 3.045, 1.300], [-20.524, 1.218, -4.305], [-20.964, 0.561, -4.844], [-21.148, 1.941, -4.249], [-18.013, 3.120, -2.314], [-17.680, 2.928, -3.191], [-17.465, 3.841, -2.002], [-19.037, -1.424, 0.160], [-19.364, -1.808, 0.973], [-18.638, -2.157, -0.309], [-22.288, 0.588, -0.511], [-22.722, 1.352, -0.132], [-22.916, 0.246, -1.148], [-20.335, -1.491, -2.618], [-20.919, -2.149, -2.241], [-20.325, -1.686, -3.555], [-21.168, 3.181, -2.164], [-20.766, 4.014, -2.412], [-22.054, 3.226, -2.522], [-17.507, 1.472, 0.386], [-16.892, 1.274, 1.092], [-17.486, 2.425, 0.310]]
}

Relative stability in kcal/mol, measured from the most stable structure: entry a 1.3; entry b 0.0

Entry a
{
  "formula": "C3H9NS2",
  "method": "ωB97M-V with the def2-TZVPD basis set",
  "charge": 0,
  "homo_ha": -0.3153,
  "orbital_gap_ev": 6.5,
  "elements": ["N", "C", "C", "C", "S", "S", "H", "H", "H", "H", "H", "H", "H", "H", "H"],
  "xyz": [[0.208, 1.519, -0.355], [0.602, 0.446, 0.441], [1.368, -0.641, -0.368], [-0.722, -0.195, 1.032], [-0.410, -1.207, 2.326], [-1.350, -0.853, -1.451], [-2.612, -0.384, -1.359], [-0.210, 2.325, 0.085], [1.316, 0.775, 1.157], [1.826, -0.226, -1.252], [2.123, -1.054, 0.281], [0.754, -1.466, -0.698], [-1.507, 0.543, 1.272], [-1.067, -0.746, 0.022], [-0.318, 1.164, -1.131]]
}

Entry b
{
  "formula": "C3H9NS2",
  "method": "ωB97M-V with the def2-TZVPD basis set",
  "charge": 0,
  "homo_ha": -0.3087,
  "orbital_gap_ev": 8.9,
  "elements": ["C", "C", "N", "H", "H", "H", "H", "H", "C", "S", "S", "H", "H", "H", "H"],
  "xyz": [[1.142, 1.750, 2.106], [0.934, 1.920, 0.788], [1.752, 2.657, -0.037], [2.125, 1.840, 2.572], [0.275, 1.554, 2.725], [-0.031, 1.687, 0.369], [2.632, 2.921, 0.387], [1.904, 2.359, -0.991], [-0.946, 0.182, -1.884], [-1.624, -1.018, -0.356], [0.154, -2.136, -0.050], [-1.259, -0.545, -2.606], [-1.636, 1.043, -1.798], [-0.019, 0.558, -1.467], [0.367, -1.627, 1.224]]
}

Entry c
{
  "formula": "C3H9NS2",
  "method": "ωB97M-V with the def2-TZVPD basis set",
  "charge": 0,
  "homo_ha": -0.3229,
  "orbital_gap_ev": 9.4,
  "elements": ["C", "N", "C", "C", "S", "S", "H", "H", "H", "H", "H", "H", "H", "H", "H"],
  "xyz": [[0.837, -1.401, 1.781], [0.171, -0.856, 0.612], [-0.110, 0.622, 0.658], [-0.204, 1.140, -0.767], [-1.327, 0.002, -1.707], [-1.531, 1.023, -3.491], [1.934, -1.232, 1.833], [0.885, -2.500, 1.680], [0.506, -1.042, 2.752], [-0.789, -1.219, 0.706], [-0.912, 0.925, 1.333], [0.892, 0.946, 1.113], [0.764, 0.968, -1.268], [-0.373, 2.211, -0.930], [-0.741, 0.413, -4.306]]
}

Relative stability in kcal/mol, measured from the most stable structure: entry a 55.9; entry b 19.3; entry c 0.0